# 1
C4H6N2O as an isolated structure, computed with the ωB97M-V functional and the def2-TZVPD basis.

Properties
Energy above the lowest of the compared OMol25 structures with the same formula, charge and spin: 125.5 kcal/mol
LUMO: 0.4 eV
Gap between HOMO and LUMO: 8.1 eV
Charge: 0
E_HOMO: -0.2824 hartree

```
13
C4H6N2O, DFT the ωB97M-V functional and the def2-TZVPD basis
N -0.0734 -1.2284 1.6358
C 0.1820 -0.4371 0.4917
C 1.5439 -0.5346 -0.0678
N 1.9233 0.1557 -1.0659
C -1.4493 0.8016 -1.1598
O -1.7851 2.1107 -1.1495
C -0.7167 0.3149 -0.1390
H 0.6791 -1.1720 2.3133
H -0.9423 -0.9833 2.0935
H 2.1866 -1.2560 0.4588
H 2.8872 -0.0734 -1.3069
H -2.3670 2.2480 -1.9068
H -2.0078 0.0144 -0.2744
```

These are the Mulliken partial charges, in e, on atoms 1 to 4:
1 N -0.625
2 C 0.505
3 C -0.305
4 N -0.559


# 2
One molecule with the formula C4H6N2O, computed with the ωB97M-V functional and the def2-TZVPD basis.

Properties
Energy above the lowest of the compared OMol25 structures with the same formula, charge and spin: 101.5 kcal/mol
LUMO: 0.6 eV
Gap between HOMO and LUMO: 8.5 eV
Charge: 0
E_HOMO: -0.2894 hartree

```
13
C4H6N2O, DFT the ωB97M-V functional and the def2-TZVPD basis
N -2.1155 0.7803 -0.2220
C -0.7576 0.3705 -0.1809
C -0.3904 -1.0234 -0.4378
N 0.8861 -1.1187 -0.0403
C 1.2988 0.1299 0.4393
O 2.5975 0.1592 0.8417
C 0.3487 1.1074 0.4139
H -2.6721 0.2538 0.4420
H -2.1387 1.7569 0.0536
H -0.9525 -1.8357 -0.8811
H 1.5082 -1.8863 -0.2578
H 2.7411 1.0787 1.1072
H -0.3976 0.1538 -1.3312
```

These are the Mulliken partial charges, in e, on atoms 1 to 4:
1 N -0.609
2 C 0.855
3 C -0.748
4 N -0.031


# 3
One molecule with the formula C4H6N2O in a non-equilibrium geometry, computed with the ωB97M-V functional and the def2-TZVPD basis.

Properties
Energy above the lowest of the compared OMol25 structures with the same formula, charge and spin: 31.7 kcal/mol
LUMO: 0.7 eV
SMILES string: [H]/N=C/OCCC#N
Gap between HOMO and LUMO: 11.4 eV
Charge: 0
E_HOMO: -0.3935 hartree

```
13
C4H6N2O, DFT the ωB97M-V functional and the def2-TZVPD basis
N 1.5766 -0.0374 -1.0682
C 1.6073 0.9854 -0.3277
O 0.4758 1.4453 0.2477
C -0.6718 0.6377 -0.0811
C -0.6804 -0.6552 0.7453
C -1.8580 -1.4757 0.4490
N -2.7912 -2.1208 0.2228
H 2.4916 -0.2887 -1.4110
H 2.5183 1.5484 -0.0912
H -0.6382 0.3888 -1.1436
H -1.5623 1.2311 0.1292
H 0.2153 -1.2389 0.5153
H -0.6829 -0.4199 1.8135
```

These are the Mulliken partial charges, in e, on atoms 1 to 4:
1 N -0.628
2 C 0.139
3 O -0.381
4 C -0.519


# 4
One molecule with the formula C4H6N2O, computed with the ωB97M-V functional and the def2-TZVPD basis.

Properties
Energy above the lowest of the compared OMol25 structures with the same formula, charge and spin: 23.7 kcal/mol
LUMO: 0.9 eV
SMILES string: COc1c[nH]cn1
Gap between HOMO and LUMO: 9.0 eV
Charge: 0
E_HOMO: -0.2966 hartree

```
13
C4H6N2O, DFT the ωB97M-V functional and the def2-TZVPD basis
C 2.2711 0.3376 -0.4607
O 1.3642 -0.7365 -0.2622
C 0.0834 -0.3643 -0.0576
C -0.9860 -1.2120 0.0776
N -2.0583 -0.3668 0.3014
C -1.5901 0.9003 0.2837
N -0.2946 0.9399 0.0655
H 2.1389 0.7824 -1.4540
H 3.2712 -0.0898 -0.3747
H 2.1250 1.1191 0.2894
H -1.0797 -2.2855 0.0385
H -3.0129 -0.6475 0.4550
H -2.2235 1.7639 0.4354
```

These are the Mulliken partial charges, in e, on atoms 1 to 4:
1 C -0.601
2 O -0.409
3 C 0.610
4 C -0.531


> Which of these has the highest LUMO?

number 4


Repeat the third record exactly.
One molecule with the formula C4H6N2O in a non-equilibrium geometry, computed with the ωB97M-V functional and the def2-TZVPD basis.

Properties
Energy above the lowest of the compared OMol25 structures with the same formula, charge and spin: 31.7 kcal/mol
LUMO: 0.7 eV
SMILES string: [H]/N=C/OCCC#N
Gap between HOMO and LUMO: 11.4 eV
Charge: 0
E_HOMO: -0.3935 hartree

```
13
C4H6N2O, DFT the ωB97M-V functional and the def2-TZVPD basis
N 1.5766 -0.0374 -1.0682
C 1.6073 0.9854 -0.3277
O 0.4758 1.4453 0.2477
C -0.6718 0.6377 -0.0811
C -0.6804 -0.6552 0.7453
C -1.8580 -1.4757 0.4490
N -2.7912 -2.1208 0.2228
H 2.4916 -0.2887 -1.4110
H 2.5183 1.5484 -0.0912
H -0.6382 0.3888 -1.1436
H -1.5623 1.2311 0.1292
H 0.2153 -1.2389 0.5153
H -0.6829 -0.4199 1.8135
```

These are the Mulliken partial charges, in e, on atoms 1 to 4:
1 N -0.628
2 C 0.139
3 O -0.381
4 C -0.519


> LUMO of number 1 (C4H6N2O)?

0.4 eV